Below is a structure of composition C16H41Br3O15S5, with properties calculated with ωB97M-V with the def2-TZVPD basis set.

XYZ file:
```
80
C16H41Br3O15S5 ωB97M-V with the def2-TZVPD basis set
O 4.13 -1.18 1.77
S 3.54 -0.03 2.31
O 2.34 -0.11 3.09
O 4.66 0.65 3.19
C 4.26 1.63 4.17
C 4.78 2.99 3.81
C 3.36 1.13 1.02
H 4.74 1.29 5.09
H 3.19 1.66 4.35
H 4.33 3.41 2.90
H 5.87 2.99 3.70
H 4.53 3.68 4.62
H 4.35 1.50 0.76
H 2.60 1.88 1.20
H 3.02 0.56 0.15
O -4.66 1.83 -0.92
S -5.48 0.68 -0.76
O -6.82 0.82 -0.28
O -5.63 -0.05 -2.14
C -4.44 -0.36 -2.87
C -4.43 -1.83 -3.21
C -4.59 -0.50 0.17
H -3.53 0.02 -2.39
H -4.44 0.18 -3.83
H -5.22 -2.05 -3.92
H -4.56 -2.44 -2.31
H -3.48 -2.18 -3.61
H -5.15 -1.44 0.16
H -4.46 -0.15 1.19
H -3.65 -0.67 -0.34
O -3.22 -4.63 -2.71
S -2.51 -4.50 -1.49
O -2.65 -3.33 -0.67
O -2.92 -5.75 -0.64
C -2.60 -5.75 0.77
C -2.15 -7.15 1.13
C -0.78 -4.76 -1.75
H -3.53 -5.53 1.30
H -1.82 -5.03 0.98
H -2.99 -7.84 1.15
H -1.75 -7.15 2.15
H -1.42 -7.49 0.39
H -0.44 -3.86 -2.24
H -0.64 -5.70 -2.27
H -0.34 -4.78 -0.75
O 3.95 5.10 -1.66
S 4.56 4.12 -0.82
O 4.14 3.94 0.51
O 4.43 2.69 -1.50
C 4.01 2.59 -2.88
C 3.22 1.32 -3.04
C 6.31 4.32 -0.84
H 4.92 2.45 -3.47
H 3.49 3.46 -3.25
H 3.19 1.06 -4.10
H 2.17 1.38 -2.73
H 3.68 0.50 -2.50
H 6.65 4.19 -1.86
H 6.70 3.61 -0.12
H 6.53 5.33 -0.50
O -1.55 -0.89 0.81
S -1.09 0.27 1.51
O 0.23 0.72 1.34
O -2.09 1.44 1.20
C -1.69 2.83 1.52
C -2.77 3.72 1.01
C -1.40 0.03 3.23
H -0.75 3.02 1.00
H -1.54 2.93 2.59
H -2.65 4.69 1.50
H -3.76 3.33 1.23
H -2.74 3.87 -0.06
H -2.45 0.21 3.42
H -0.76 0.76 3.73
H -1.01 -0.92 3.58
C -0.35 -0.60 -2.18
Br -0.49 -1.20 -4.01
Br -0.49 1.31 -2.12
Br 1.21 -1.25 -1.31
H -1.20 -1.02 -1.67
```

- HOMO-LUMO gap: 10.39 eV
- Energy above the lowest of the compared OMol25 structures with the same formula, charge and spin: 4.28 kcal/mol
- HOMO: -10.278 eV
- E_tot: -11475.73835 Ha
- Total charge: 0
- LUMO level: 0.112 eV
- Spin multiplicity: 1

Below is a structure of composition C16H41MnO18S5, with properties calculated with ωB97M-V with the def2-TZVPD basis set.

XYZ file:
```
81
C16H41MnO18S5 ωB97M-V with the def2-TZVPD basis set
Mn 0.74 -0.46 1.28
O 1.60 -1.58 4.96
C 1.35 -1.31 3.68
O 0.22 -1.07 3.25
O 2.24 -1.19 2.83
H 0.71 -1.42 5.27
O 2.17 1.05 0.80
S 3.11 2.18 0.51
O 4.47 2.11 0.98
O 3.13 2.47 -1.14
C 3.78 3.63 -1.60
C 4.28 3.56 -3.05
C 2.30 3.69 1.13
H 4.62 3.88 -0.95
H 3.17 4.53 -1.50
H 3.53 3.52 -3.84
H 4.94 2.70 -3.07
H 4.86 4.45 -3.29
H 2.67 3.81 2.15
H 1.22 3.77 1.04
H 2.67 4.50 0.51
O -1.43 -1.06 0.74
S -2.71 -1.49 0.22
O -3.97 -1.07 0.86
O -2.67 -1.21 -1.41
C -3.94 -1.16 -2.11
C -4.75 0.21 -1.90
C -2.71 -3.32 0.04
H -4.59 -1.89 -1.63
H -3.83 -1.42 -3.16
H -4.74 0.41 -0.83
H -5.78 0.11 -2.22
H -4.33 1.07 -2.43
H -2.10 -3.68 -0.79
H -3.75 -3.51 -0.22
H -2.38 -3.71 1.01
O -0.55 1.22 1.61
S -1.57 2.23 2.01
O -2.46 1.95 3.11
O -0.88 3.74 2.12
C -1.17 4.60 3.17
C -0.48 5.96 2.89
C -2.54 2.68 0.57
H -0.83 4.16 4.10
H -2.25 4.70 3.10
H -0.88 6.67 3.61
H -0.80 6.26 1.89
H 0.61 5.92 2.87
H -2.98 1.78 0.13
H -1.81 3.17 -0.07
H -3.33 3.33 0.93
O -1.29 1.00 -2.51
S -0.06 0.27 -2.24
O 0.41 0.12 -0.84
O -0.09 -1.32 -2.89
C -0.62 -1.40 -4.21
C 0.28 -2.07 -5.23
C 1.35 1.03 -3.24
H -0.89 -0.40 -4.56
H -1.51 -2.03 -4.12
H 1.23 -1.53 -5.29
H -0.28 -2.08 -6.17
H 0.54 -3.10 -4.98
H 1.42 2.01 -2.77
H 1.05 1.08 -4.29
H 2.17 0.32 -3.17
O 0.11 -4.38 -1.00
S 0.67 -3.99 0.31
O 0.79 -2.55 0.65
O -0.06 -4.77 1.56
C 0.20 -4.38 2.88
C 0.37 -5.73 3.71
C 2.33 -4.83 0.51
H -0.55 -3.67 3.21
H 1.15 -3.87 3.06
H 1.28 -6.20 3.35
H -0.45 -6.42 3.48
H 0.44 -5.64 4.79
H 2.88 -4.17 1.18
H 2.86 -5.04 -0.42
H 2.05 -5.73 1.05
```

- HOMO-LUMO gap (alpha / beta): 9.04 / 9.56 eV
- Energy above the lowest of the compared OMol25 structures with the same formula, charge and spin: 103.84 kcal/mol
- HOMO (alpha / beta): -11.033 / -11.549 eV
- <S²>: 8.752
- E_tot: -5130.23509 Ha
- Total charge: +1
- LUMO level (alpha / beta): -1.995 / -1.992 eV
- Spin multiplicity: 6

Below is a structure of composition C16H41MnO18S5, with properties calculated with ωB97M-V with the def2-TZVPD basis set.

XYZ file:
```
81
C16H41MnO18S5 ωB97M-V with the def2-TZVPD basis set
Mn 0.94 0.27 -0.27
O 2.23 1.94 -3.53
C 1.91 1.21 -2.50
O 2.66 1.02 -1.51
O 0.77 0.84 -2.34
H 3.17 2.07 -3.38
O 0.71 -1.81 -0.91
S 0.57 -3.19 -1.41
O 0.17 -4.29 -0.52
O -0.52 -3.22 -2.60
C -0.54 -2.20 -3.64
C -1.57 -2.62 -4.60
C 2.04 -3.74 -2.45
H 0.43 -2.08 -4.12
H -0.77 -1.21 -3.24
H -1.78 -1.85 -5.34
H -2.44 -2.85 -3.99
H -1.42 -3.57 -5.11
H 2.48 -2.97 -3.08
H 1.63 -4.55 -3.05
H 2.83 -4.10 -1.78
O -0.15 3.93 2.13
S 0.29 3.59 0.81
O 0.40 2.16 0.37
O -0.63 4.44 -0.20
C -0.95 5.80 0.15
C -2.45 5.95 -0.30
C 1.95 4.37 0.43
H -0.33 6.44 -0.47
H -0.95 6.13 1.19
H -2.57 5.89 -1.38
H -3.00 6.84 0.01
H -3.03 5.19 0.21
H 1.92 5.38 0.85
H 2.18 4.28 -0.63
H 2.72 3.88 1.03
O 2.51 -0.80 0.78
S 3.55 -1.80 1.02
O 4.01 -2.71 0.02
O 4.86 -0.94 1.69
C 6.01 -1.68 1.92
C 6.97 -0.96 2.91
C 2.89 -2.69 2.49
H 6.48 -1.85 0.95
H 5.69 -2.61 2.41
H 7.81 -1.65 2.97
H 6.64 -0.78 3.94
H 7.24 0.03 2.53
H 3.64 -3.43 2.76
H 1.97 -3.22 2.25
H 2.85 -1.96 3.30
O 0.32 -1.44 3.77
S -0.54 -0.66 2.86
O -0.06 -0.27 1.59
O -1.97 -1.44 2.70
C -2.39 -2.23 3.82
C -3.80 -2.70 3.41
C -1.12 0.82 3.76
H -2.31 -1.60 4.70
H -1.74 -3.10 3.92
H -4.32 -3.14 4.26
H -3.64 -3.46 2.65
H -4.40 -1.92 2.94
H -1.43 0.48 4.75
H -1.98 1.30 3.28
H -0.25 1.46 3.86
O -3.03 1.33 0.79
S -2.56 0.96 -0.55
O -1.41 0.08 -0.67
O -3.91 0.28 -1.30
C -3.78 -0.54 -2.51
C -5.23 -0.83 -2.85
C -2.25 2.41 -1.66
H -3.26 -1.46 -2.25
H -3.30 0.09 -3.27
H -5.81 -1.47 -2.17
H -5.42 -1.38 -3.77
H -5.71 0.11 -3.13
H -2.90 2.24 -2.52
H -1.21 2.40 -1.99
H -2.59 3.33 -1.17
```

- HOMO-LUMO gap (alpha / beta): 9.57 / 10.19 eV
- Energy above the lowest of the compared OMol25 structures with the same formula, charge and spin: 79.17 kcal/mol
- HOMO (alpha / beta): -11.347 / -11.961 eV
- <S²>: 8.752
- E_tot: -5130.27440 Ha
- Total charge: +1
- LUMO level (alpha / beta): -1.773 / -1.772 eV
- Spin multiplicity: 6

Below is a cluster of 3 separate species, C16H41N7O8P2S in total, with properties calculated with ωB97M-V with the def2-TZVPD basis set.

XYZ file:
```
75
C16H41N7O8P2S ωB97M-V with the def2-TZVPD basis set
N -5.58 1.03 -4.02
C -5.75 1.39 -2.93
O -6.03 2.12 -1.87
O -5.03 3.14 -1.75
S -5.54 4.60 -2.46
O -5.25 4.49 -3.85
O -7.13 4.43 -2.16
C -7.95 5.27 -2.99
C -9.10 4.39 -3.55
C -9.45 3.28 -2.59
O -9.65 3.42 -1.41
O -9.53 2.06 -3.15
H -7.43 5.67 -3.86
H -8.38 6.10 -2.45
H -9.98 5.00 -3.72
H -8.74 3.94 -4.47
H -9.72 1.46 -2.41
O -1.07 -1.05 0.60
P -0.37 -0.30 -0.51
N -1.79 0.20 -1.38
C -1.87 0.51 -2.80
C -2.67 1.10 -0.64
N 0.31 -1.72 -1.23
C -0.01 -2.14 -2.58
C 0.40 -2.91 -0.38
N 0.69 0.70 -1.51
C 2.11 0.28 -1.59
C 0.74 2.09 -0.97
H -1.37 1.45 -3.06
H -2.92 0.62 -3.09
H -1.48 -0.27 -3.43
H -2.33 2.14 -0.68
H -2.75 0.81 0.41
H -3.69 1.08 -1.05
H -1.06 -2.43 -2.69
H 0.61 -3.01 -2.87
H 0.24 -1.38 -3.32
H -0.56 -3.42 -0.29
H 0.75 -2.65 0.61
H 1.13 -3.61 -0.80
H 2.56 0.14 -0.61
H 2.68 1.04 -2.13
H 2.23 -0.63 -2.16
H 1.13 2.12 0.05
H -0.26 2.54 -0.96
H 1.36 2.72 -1.60
O 3.51 -2.27 1.19
P 4.53 -1.99 2.26
N 4.42 -3.49 3.12
C 4.78 -3.72 4.51
C 4.79 -4.67 2.33
N 3.61 -0.76 3.08
C 3.20 -0.87 4.46
C 2.52 -0.16 2.32
N 5.98 -1.47 3.11
C 6.23 -0.01 3.16
C 7.19 -2.04 2.44
H 5.87 -3.67 4.69
H 4.45 -4.71 4.81
H 4.30 -3.03 5.19
H 5.88 -4.81 2.28
H 4.41 -4.59 1.31
H 4.36 -5.57 2.77
H 2.49 -1.69 4.63
H 2.72 0.06 4.79
H 4.06 -0.98 5.13
H 1.63 -0.80 2.29
H 2.83 0.05 1.29
H 2.23 0.80 2.75
H 6.20 0.45 2.18
H 7.22 0.17 3.60
H 5.53 0.50 3.81
H 7.28 -1.70 1.41
H 7.16 -3.13 2.44
H 8.09 -1.75 2.98
```

- HOMO-LUMO gap: 7.25 eV
- Energy above the lowest of the compared OMol25 structures with the same formula, charge and spin: 0.00 kcal/mol
- HOMO: -7.832 eV
- E_tot: -2700.08886 Ha
- Total charge: 0
- LUMO level: -0.579 eV
- Spin multiplicity: 1

Please write out number 4 again, unchanged.
Below is a cluster of 3 separate species, C16H41N7O8P2S in total, with properties calculated with ωB97M-V with the def2-TZVPD basis set.

XYZ file:
```
75
C16H41N7O8P2S ωB97M-V with the def2-TZVPD basis set
N -5.58 1.03 -4.02
C -5.75 1.39 -2.93
O -6.03 2.12 -1.87
O -5.03 3.14 -1.75
S -5.54 4.60 -2.46
O -5.25 4.49 -3.85
O -7.13 4.43 -2.16
C -7.95 5.27 -2.99
C -9.10 4.39 -3.55
C -9.45 3.28 -2.59
O -9.65 3.42 -1.41
O -9.53 2.06 -3.15
H -7.43 5.67 -3.86
H -8.38 6.10 -2.45
H -9.98 5.00 -3.72
H -8.74 3.94 -4.47
H -9.72 1.46 -2.41
O -1.07 -1.05 0.60
P -0.37 -0.30 -0.51
N -1.79 0.20 -1.38
C -1.87 0.51 -2.80
C -2.67 1.10 -0.64
N 0.31 -1.72 -1.23
C -0.01 -2.14 -2.58
C 0.40 -2.91 -0.38
N 0.69 0.70 -1.51
C 2.11 0.28 -1.59
C 0.74 2.09 -0.97
H -1.37 1.45 -3.06
H -2.92 0.62 -3.09
H -1.48 -0.27 -3.43
H -2.33 2.14 -0.68
H -2.75 0.81 0.41
H -3.69 1.08 -1.05
H -1.06 -2.43 -2.69
H 0.61 -3.01 -2.87
H 0.24 -1.38 -3.32
H -0.56 -3.42 -0.29
H 0.75 -2.65 0.61
H 1.13 -3.61 -0.80
H 2.56 0.14 -0.61
H 2.68 1.04 -2.13
H 2.23 -0.63 -2.16
H 1.13 2.12 0.05
H -0.26 2.54 -0.96
H 1.36 2.72 -1.60
O 3.51 -2.27 1.19
P 4.53 -1.99 2.26
N 4.42 -3.49 3.12
C 4.78 -3.72 4.51
C 4.79 -4.67 2.33
N 3.61 -0.76 3.08
C 3.20 -0.87 4.46
C 2.52 -0.16 2.32
N 5.98 -1.47 3.11
C 6.23 -0.01 3.16
C 7.19 -2.04 2.44
H 5.87 -3.67 4.69
H 4.45 -4.71 4.81
H 4.30 -3.03 5.19
H 5.88 -4.81 2.28
H 4.41 -4.59 1.31
H 4.36 -5.57 2.77
H 2.49 -1.69 4.63
H 2.72 0.06 4.79
H 4.06 -0.98 5.13
H 1.63 -0.80 2.29
H 2.83 0.05 1.29
H 2.23 0.80 2.75
H 6.20 0.45 2.18
H 7.22 0.17 3.60
H 5.53 0.50 3.81
H 7.28 -1.70 1.41
H 7.16 -3.13 2.44
H 8.09 -1.75 2.98
```

- HOMO-LUMO gap: 7.25 eV
- Energy above the lowest of the compared OMol25 structures with the same formula, charge and spin: 0.00 kcal/mol
- HOMO: -7.832 eV
- E_tot: -2700.08886 Ha
- Total charge: 0
- LUMO level: -0.579 eV
- Spin multiplicity: 1

Q: The lowest energy above the lowest of the compared OMol25 structures with the same formula, charge and spin belongs to which entry?
A: C16H41N7O8P2S

Q: Which of these has the lowest energy above the lowest of the compared OMol25 structures with the same formula, charge and spin?
A: C16H41N7O8P2S